Formula: CH6N4OS
Source: the OMol25 dataset
Level of theory: ωB97M-V with the def2-TZVPD basis set

Properties
- Largest force on an atom: 0.028 hartree/bohr
- Relative energy (zero: lowest compared OMol25 entry of this formula, charge and spin): 16.34 kcal per mole
- HOMO level: -0.319 hartree
- Structure (SMILES): N/N=C(\NO)NS
- 2S+1: 1
- Energy: -734.050106 Eh

Each line ends with the Mulliken charge.
Geometry (Å):
1 N -2.49 -0.67 0.17  -0.526
2 N -1.14 -1.17 0.22  -0.495
3 C -0.25 -0.37 -0.20  0.434
4 N -0.55 0.93 -0.63  -0.280
5 O -1.32 1.70 0.32  -0.446
6 N 1.06 -0.80 -0.37  -0.270
7 S 2.39 0.10 0.14  -0.179
8 H -3.04 -1.48 0.53  0.280
9 H -2.73 -0.53 -0.84  0.266
10 H 0.29 1.51 -0.70  0.318
11 H -2.15 1.16 0.37  0.450
12 H 1.12 -1.78 -0.27  0.296
13 H 2.20 0.06 1.48  0.153